No. 1
ORCA calculation (ωB97M-V/def2-TZVPD) on a molecular structure, C8H13NS2 at a distorted geometry.

Atoms and positions in Å:
C (-2.73064, -0.52352, 0.15573)
C (-2.56122, 0.67084, 0.90305)
C (-1.59523, -0.72554, -0.56366)
C (-1.33154, 1.17532, 0.61700)
C (-1.24854, -1.84697, -1.47610)
C (-0.66643, 2.36086, 1.22052)
C (3.23694, -0.90782, 0.30533)
C (0.56856, 0.32629, -0.74529)
N (-0.73001, 0.33543, -0.31248)
S (1.43108, 1.72360, -1.35973)
S (1.71912, -0.50771, 1.19723)
H (-3.59417, -1.15877, 0.16724)
H (-3.28042, 1.08159, 1.58408)
H (-0.40260, -2.41329, -1.09086)
H (-2.09818, -2.51887, -1.54333)
H (-1.01035, -1.49093, -2.47711)
H (0.31859, 2.08979, 1.59739)
H (-0.58226, 3.18869, 0.51288)
H (-1.26922, 2.70393, 2.05723)
H (4.01658, -1.08454, 1.04047)
H (3.51059, -0.06351, -0.32534)
H (3.09002, -1.80157, -0.29727)
H (0.82001, -0.51646, -1.37379)
H (1.06824, 2.61609, -0.45199)

Values from the calculation:
Gap between HOMO and LUMO (spin up / spin down) (Ha): 0.2381 / 0.2041
Lowest unoccupied orbital energy (spin up / spin down) (eV): 0.675 / -2.211
2S+1: 3
Energy relative to the best compared isomer or geometry (same formula, charge and spin) (kJ/mol): 0.00
<S²>: 2.009


No. 2
ORCA calculation (ωB97M-V/def2-TZVPD) on 2 unconnected molecules or ions with the total composition C8H13OP at a distorted geometry.

Atoms and positions in Å:
C (4.13459, -1.57410, -0.52125)
C (2.39234, 2.05375, 1.08510)
C (3.30788, -0.72252, -1.09886)
C (2.03543, 1.53407, -0.10531)
C (-3.52291, 0.61176, 1.41434)
C (-2.78658, 1.30403, 0.28775)
C (-3.10450, -0.24374, 0.21236)
C (-2.07941, -1.19445, 0.03206)
O (1.74242, -0.92417, 1.09282)
P (1.79545, -0.27824, -0.21187)
H (5.17030, -2.00716, -0.83872)
H (3.75343, -2.13231, 0.32231)
H (2.63963, 3.03750, 1.05603)
H (2.62009, 1.49950, 2.06801)
H (3.39050, -0.47908, -2.11984)
H (1.91214, 2.18792, -0.88626)
H (-3.05128, 0.30654, 2.30740)
H (-4.60169, 0.79598, 1.47639)
H (-3.39891, 1.77275, -0.45201)
H (-1.77045, 1.64300, 0.33340)
H (-3.96513, -0.37216, -0.37633)
H (-2.46350, -2.07944, -0.54270)
H (-0.99396, -1.41327, 0.21059)

Values from the calculation:
Gap between HOMO and LUMO (spin up / spin down) (Ha): 0.3281 / 0.2050
Lowest unoccupied orbital energy (spin up / spin down) (eV): 0.616 / -1.418
Energy relative to the best compared isomer or geometry (same formula, charge and spin) (kJ/mol): 476.52


No. 3
ORCA calculation (ωB97M-V/def2-TZVPD) on C8H13P in the gas phase at a distorted geometry.

Atoms and positions in Å:
C (-3.27728, 1.41858, 1.01484)
C (-2.18467, 0.95361, 1.13001)
C (-0.67126, 0.07839, 1.37477)
P (-0.71585, -1.01306, 2.86699)
C (-0.50916, -0.80453, 0.07158)
C (-1.70052, -1.60881, -0.35383)
C (0.41572, -0.65526, -0.86066)
C (1.59953, 0.29125, -0.68079)
C (1.57716, 1.58070, -1.56191)
H (-4.31221, 1.73134, 1.10721)
H (0.06998, 0.82074, 1.61309)
H (-0.73960, -0.01859, 3.99471)
H (0.75526, -1.06846, 2.87073)
H (-1.54112, -2.10531, -1.26284)
H (-2.61285, -1.04303, -0.53830)
H (-2.01539, -2.23904, 0.57144)
H (0.41386, -1.36222, -1.65438)
H (2.60674, -0.20508, -0.96708)
H (1.70796, 0.64760, 0.38842)
H (1.47756, 1.37882, -2.61978)
H (0.74489, 2.27410, -1.27237)
H (2.46136, 2.29323, -1.42958)

Values from the calculation:
Gap between HOMO and LUMO (Ha): 0.3668
Lowest unoccupied orbital energy (eV): 0.793
Energy relative to the best compared isomer or geometry (same formula, charge and spin) (kJ/mol): 258.33
SMILES string: C#C[C@@H](P)/C(C)=C\CC


No. 4
ORCA calculation (ωB97M-V/def2-TZVPD) on C8H14 in the gas phase at a distorted geometry.

Atoms and positions in Å:
C (-0.05201, -1.60723, 3.16924)
C (-0.15629, -0.89156, 2.02840)
C (0.49000, -1.40318, 0.80360)
C (0.45622, -0.59260, -0.31209)
C (1.01943, -1.20132, -1.58531)
C (-0.10112, 0.86773, -0.29261)
C (-0.61726, 1.39640, -1.68205)
C (-0.99754, 2.86545, -1.50520)
H (0.66314, -2.43604, 3.18847)
H (-0.53968, -1.41964, 4.14050)
H (-0.94627, -0.16087, 1.98690)
H (1.43565, -1.89337, 1.04766)
H (0.32073, -1.79962, -2.23933)
H (1.61331, -1.98845, -1.12524)
H (1.59830, -0.77095, -2.42370)
H (-0.96398, 0.89410, 0.38306)
H (0.68562, 1.57019, 0.02237)
H (-1.52333, 0.83808, -1.91259)
H (0.24458, 1.19005, -2.32045)
H (-1.59522, 2.91013, -0.59987)
H (-0.05761, 3.37261, -1.28784)
H (-1.42862, 3.37535, -2.37022)

Values from the calculation:
Gap between HOMO and LUMO (Ha): 0.3337
Lowest unoccupied orbital energy (eV): 0.958
Energy relative to the best compared isomer or geometry (same formula, charge and spin) (kJ/mol): 255.07
SMILES string: C=C/C=C(/C)CCC


No. 5
ORCA calculation (ωB97M-V/def2-TZVPD) on C8H14 in the gas phase at a distorted geometry.

Atoms and positions in Å:
C (2.77002, 0.78227, 0.89922)
C (1.61399, 1.24520, 0.44055)
C (0.57343, 0.48906, -0.27131)
C (0.95650, -0.28652, -1.29668)
C (0.10155, -1.26853, -2.01311)
C (-0.85733, 0.61362, 0.20107)
C (-1.37404, -0.49807, 1.10674)
C (-2.90313, -0.61096, 0.88450)
H (3.05818, -0.27080, 0.90362)
H (3.55156, 1.23333, 1.50741)
H (1.40738, 2.29123, 0.65976)
H (2.01645, -0.37088, -1.52188)
H (-0.93692, -1.19930, -1.68553)
H (0.55080, -2.24061, -1.78599)
H (0.00202, -1.11098, -3.08739)
H (-0.94354, 1.60069, 0.68480)
H (-1.50415, 0.83675, -0.65030)
H (-0.95215, -1.49187, 0.95043)
H (-1.15519, -0.32233, 2.16196)
H (-3.13604, -1.18333, -0.00858)
H (-3.38167, -1.11557, 1.73879)
H (-3.35570, 0.37082, 0.94014)

Values from the calculation:
Gap between HOMO and LUMO (Ha): 0.3554
Lowest unoccupied orbital energy (eV): 1.071
Energy relative to the best compared isomer or geometry (same formula, charge and spin) (kJ/mol): 155.40
SMILES string: C=C/C(=C/C)CCC


No. 6
ORCA calculation (ωB97M-V/def2-TZVPD) on C8H14 in the gas phase at a distorted geometry.

Atoms and positions in Å:
C (-2.25077, -1.09315, -0.11000)
C (-1.33819, -0.02541, -0.04466)
C (-2.07149, 1.30780, 0.17432)
C (-0.01392, -0.05955, -0.20026)
C (0.98732, 1.14263, -0.30526)
C (2.39350, 0.71367, 0.17618)
C (2.24712, -0.73921, -0.12109)
C (0.85540, -1.32519, 0.17433)
H (-1.95022, -2.12885, -0.47239)
H (-2.63749, -1.44329, 0.89834)
H (-3.18431, -0.87669, -0.76620)
H (-1.53315, 2.01944, 0.75679)
H (-3.09882, 1.11963, 0.69562)
H (-2.34213, 1.78772, -0.81849)
H (0.74710, 2.16117, 0.17049)
H (0.95675, 1.35604, -1.44572)
H (2.56540, 0.92604, 1.27053)
H (3.19873, 1.34670, -0.17608)
H (2.87042, -1.39465, 0.53615)
H (2.48877, -1.00594, -1.13748)
H (0.50846, -2.15663, -0.52434)
H (0.60154, -1.63225, 1.26921)

Values from the calculation:
Gap between HOMO and LUMO (Ha): 0.3425
Lowest unoccupied orbital energy (eV): 1.036
Energy relative to the best compared isomer or geometry (same formula, charge and spin) (kJ/mol): 203.96
SMILES string: CC(C)=C1CCCC1


No. 7
ORCA calculation (ωB97M-V/def2-TZVPD) on C8H14 in the gas phase at a distorted geometry.

Atoms and positions in Å:
C (-0.23502, -1.25360, 2.93049)
C (0.55166, -0.30078, 2.44568)
C (1.17224, -0.35328, 1.06508)
C (0.16451, -0.55602, -0.05316)
C (0.27240, -1.60501, -0.85723)
C (-0.88557, 0.52171, -0.16229)
C (-1.07384, 1.19278, -1.53324)
C (0.25181, 1.36653, -2.31134)
H (-0.63199, -1.18610, 3.93458)
H (-0.54198, -2.08421, 2.30532)
H (0.68501, 0.61408, 3.00567)
H (1.73218, 0.55000, 0.80378)
H (1.87984, -1.17680, 1.06769)
H (-0.41480, -1.77285, -1.67291)
H (1.01994, -2.36950, -0.70252)
H (-0.58594, 1.31811, 0.51785)
H (-1.84620, 0.18683, 0.23428)
H (-1.49894, 2.18420, -1.39169)
H (-1.72667, 0.57782, -2.16086)
H (0.10252, 1.93191, -3.22623)
H (0.98062, 1.82316, -1.63974)
H (0.62824, 0.39104, -2.59924)

Values from the calculation:
Gap between HOMO and LUMO (Ha): 0.3799
Lowest unoccupied orbital energy (eV): 1.050
Energy relative to the best compared isomer or geometry (same formula, charge and spin) (kJ/mol): 136.06
SMILES string: C=CCC(=C)CCC


No. 8
ORCA calculation (ωB97M-V/def2-TZVPD) on a molecular structure, C8H14BeCl3CsF2LiNNaO4S at a distorted geometry.

Atoms and positions in Å:
C (0.14141, 0.56870, 0.48521)
C (0.05726, 1.54953, 1.51959)
O (-0.52201, 2.29820, 2.68411)
S (-1.63748, 3.47569, 2.16162)
O (-0.76180, 4.76662, 1.92613)
O (-2.37857, 3.08345, 0.67783)
C (-3.23908, 1.89489, 0.77379)
C (-4.77483, 2.19213, 1.28439)
C (-5.52893, 0.69938, 1.31329)
Cl (-5.76016, 3.27661, 0.11477)
H (0.17877, -0.34548, -0.28179)
H (-3.28156, 1.38758, -0.29291)
H (-2.73927, 1.19106, 1.59652)
H (-4.84341, 2.66048, 2.36095)
H (-5.52251, 0.21603, 2.38244)
H (-6.60047, 0.73117, 0.81213)
H (-4.87792, -0.02241, 0.62037)
C (2.92343, -1.85440, -0.61310)
O (2.40667, -1.55081, -1.68129)
N (4.16749, -1.44515, -0.18249)
C (4.71124, -1.84803, 1.09822)
C (4.95873, -0.58402, -1.03690)
H (2.40862, -2.50518, 0.11293)
H (4.90822, -0.95384, 1.69632)
H (5.64586, -2.39099, 0.93097)
H (4.01261, -2.49374, 1.63734)
H (4.40085, 0.33784, -1.22789)
H (5.13511, -1.09258, -1.98960)
H (5.91549, -0.34417, -0.56501)
Cl (0.69953, -2.43858, -1.35171)
Be (-4.70047, 5.84142, 0.05829)
Cl (4.29953, -3.12955, -2.50622)
F (-0.20047, -3.68267, -3.64060)
Cs (4.89953, -5.30086, -1.35878)
Li (-2.00047, -2.60968, -3.05290)
F (-4.40047, -1.72682, -3.98718)
Na (1.89953, 0.14818, -2.47885)

Values from the calculation:
Gap between HOMO and LUMO (Ha): 0.0527
Lowest unoccupied orbital energy (eV): -7.601
Charge: +1


No. 9
ORCA calculation (ωB97M-V/def2-TZVPD) on C8H14BrNO2 in the gas phase at a distorted geometry.

Atoms and positions in Å:
C (2.03064, 2.54200, -0.79125)
C (1.92242, 1.10041, 1.49990)
C (1.39464, -0.13943, 0.83521)
C (2.50478, 1.66907, 0.16610)
C (0.36105, -0.86808, -2.14216)
C (-1.98019, -0.56504, 1.42359)
C (0.08795, -1.43246, -0.72636)
C (-1.02782, 0.40715, 0.57988)
N (0.20887, -0.34274, 0.28101)
O (2.61388, 2.92473, -1.80063)
O (0.62172, 2.70237, -0.71580)
Br (4.36646, 1.10586, -0.02267)
H (1.17002, 1.90027, 1.78252)
H (2.67400, 0.99644, 2.23853)
H (2.03853, -0.99621, 0.86852)
H (0.64167, -1.68408, -2.86401)
H (-0.52737, -0.45793, -2.60198)
H (1.04247, -0.00396, -2.15294)
H (-1.42954, -1.39016, 1.96426)
H (-2.68970, 0.01560, 2.14016)
H (-2.80279, -0.91493, 0.76012)
H (0.71987, -2.40805, -0.39476)
H (-0.92191, -1.82025, -0.56990)
H (-0.67674, 1.31376, 1.07287)
H (-1.49135, 0.70246, -0.32548)
H (0.40882, 3.13092, -1.47474)

Values from the calculation:
Gap between HOMO and LUMO (spin up / spin down) (Ha): 0.2636 / 0.2637
Lowest unoccupied orbital energy (spin up / spin down) (eV): 0.053 / 0.054
Energy relative to the best compared isomer or geometry (same formula, charge and spin) (kJ/mol): 19.62


No. 10
ORCA calculation (ωB97M-V/def2-TZVPD) on a molecular structure, C8H14BrO3PSi2.

Atoms and positions in Å:
C (1.83735, -0.71621, 3.03432)
C (1.93368, -0.24275, 1.62112)
C (2.88224, 0.70227, 1.23506)
C (2.95086, 1.12969, -0.08033)
C (2.07609, 0.64302, -1.04439)
C (1.11675, -0.28924, -0.67870)
C (0.11424, -0.84331, -1.67000)
Si (-1.61191, -0.20272, -1.26295)
O (-1.99925, 1.15831, -2.15902)
Si (-2.03756, 2.59977, -1.34138)
Br (-3.73694, 2.69301, 0.11708)
P (-3.22757, -1.79095, -1.47354)
O (-4.25439, -1.26030, -0.28536)
O (-2.45974, -3.07786, -0.76076)
C (1.06532, -0.71916, 0.64870)
H (1.03471, -1.43722, 3.14649)
H (2.75179, -1.21145, 3.34195)
H (1.63325, 0.09500, 3.72374)
H (3.56415, 1.10187, 1.96662)
H (3.70169, 1.84929, -0.36720)
H (2.13629, 0.99148, -2.06047)
H (0.15463, -1.92652, -1.58724)
H (0.40706, -0.58685, -2.68326)
H (-1.63059, 0.21376, 0.16498)
H (-0.77282, 2.83400, -0.63133)
H (-2.32203, 3.64374, -2.33280)
H (-3.74981, -1.09959, 0.52141)
H (-1.87562, -2.80756, -0.04373)
H (0.31815, -1.44354, 0.94102)

Values from the calculation:
Gap between HOMO and LUMO (Ha): 0.3258
Lowest unoccupied orbital energy (eV): 0.245